Record 1
{"formula": "C4H10O3", "method": "ωB97M-V/def2-TZVPD", "fmax_ev_per_a": 3.05, "charge": -2, "orbital_gap_ev": 6.547, "e_above_lowest_kj_mol": 107.5, "e_lumo_ev": 6.392, "symbols": ["C", "C", "C", "O", "C", "O", "H", "H", "H", "H", "H", "H", "H", "H", "H", "H", "O"], "xyz": [[-0.895217, -0.874265, -0.006980], [-0.925508, -1.007602, -1.555770], [-1.659900, 0.140046, -2.234765], [-1.330598, 0.362579, -3.570502], [0.298889, -0.000211, 0.482787], [0.297425, -0.144421, 1.921226], [-0.613831, -1.822751, 0.446622], [-1.783348, -0.348875, 0.343168], [0.115635, -1.195117, -1.825978], [-1.455014, -1.934653, -1.815301], [-2.752947, 0.022090, -2.211859], [-1.411284, 1.054000, -1.636677], [1.246878, -0.447200, 0.178941], [0.198004, 1.025630, 0.131720], [1.154554, -0.127022, 2.311425], [3.187136, 1.424190, 4.805476], [3.775138, 1.433917, 4.032586]], "forces_ev_per_angstrom": [[1.7, 1.0, -0.8], [-0.6, -1.0, 1.3], [1.3, 1.5, -2.3], [0.0, -0.4, 0.7], [-0.3, -1.3, 0.7], [-1.7, 0.4, -0.4], [-1.0, -0.3, 0.3], [-0.3, -0.6, 0.4], [0.0, 0.6, -0.7], [0.1, -0.1, 0.0], [-0.4, -0.4, 0.9], [-0.2, 0.0, 0.2], [0.0, 0.2, -0.7], [0.2, 0.2, 0.2], [1.2, 0.4, 0.1], [0.2, 0.0, -0.3], [-0.1, -0.1, 0.3]]}

Record 2
{"formula": "CH12N2O4", "method": "ωB97M-V/def2-TZVPD", "fmax_ev_per_a": 1.75, "charge": 1, "orbital_gap_ev": [10.946, 6.321], "e_above_lowest_kj_mol": 0.0, "e_lumo_ev": [-4.267, -8.887], "spin_multiplicity": 2, "symbols": ["N", "C", "N", "H", "H", "H", "H", "H", "H", "O", "H", "H", "O", "H", "H", "O", "H", "H", "O"], "xyz": [[1.265458, -0.015399, 1.602188], [0.198166, -0.777502, 1.502696], [-0.323249, -1.133607, 0.349593], [1.822483, 0.343708, 0.801636], [1.377798, 0.467644, 2.489116], [-0.193818, -1.085044, 2.473983], [-1.163912, -1.701329, 0.459192], [-1.400630, 1.987140, -0.901468], [-0.565972, 0.710988, -0.839827], [-1.451744, 1.035032, -1.053307], [3.225791, 1.260060, -1.290566], [2.001776, 0.406111, -1.649405], [2.401212, 0.930768, -0.917199], [1.042755, -1.291093, -1.659883], [0.069609, -0.334232, -2.343444], [0.917354, -0.785164, -2.470086], [-3.816638, 0.078562, 1.381255], [-2.534838, 0.019515, 0.583586], [-2.871592, -0.116163, 1.481936]], "forces_ev_per_angstrom": [[-0.5, 0.7, -0.5], [0.1, -0.2, 1.7], [0.7, -0.1, -0.8], [-0.1, 0.0, -0.5], [0.5, -0.4, 0.2], [-0.4, 0.1, -0.2], [-0.1, 0.0, 0.2], [-0.1, 0.0, -0.1], [-0.1, 0.3, -0.1], [0.3, -0.2, 0.3], [0.1, 0.1, 0.2], [0.0, 0.2, 0.1], [-0.3, -0.4, 0.0], [-0.2, -0.3, -0.2], [0.0, -0.2, -0.4], [0.1, 0.4, 0.3], [0.2, -0.1, 0.3], [-0.2, 0.4, 0.0], [0.0, -0.1, -0.5]]}

Record 3
{"formula": "C18H24N4O3", "method": "ωB97M-V/def2-TZVPD", "fmax_ev_per_a": 0.83, "smiles": "CCOC(=O)c1ccc(NC(=O)NCc2c(C)nn(CC)c2C)cc1", "charge": 0, "orbital_gap_ev": 9.117, "e_above_lowest_kj_mol": 142.2, "e_lumo_ev": 0.473, "symbols": ["C", "C", "O", "C", "O", "C", "C", "C", "C", "N", "C", "O", "N", "C", "C", "C", "C", "N", "N", "C", "C", "C", "C", "C", "C", "H", "H", "H", "H", "H", "H", "H", "H", "H", "H", "H", "H", "H", "H", "H", "H", "H", "H", "H", "H", "H", "H", "H", "H"], "xyz": [[-6.618259, -0.774122, -1.071720], [-6.169396, -0.262363, 0.289760], [-4.985665, 0.526378, 0.187118], [-3.819592, -0.135246, 0.142225], [-3.730377, -1.339282, 0.210838], [-2.659692, 0.771266, 0.018463], [-2.787458, 2.159217, 0.029522], [-1.670310, 2.958901, -0.069343], [-0.394410, 2.396426, -0.176410], [0.705376, 3.232965, -0.265641], [2.041147, 2.943487, 0.016066], [2.935008, 3.536635, -0.545572], [2.218547, 2.054442, 1.021909], [3.466957, 1.324715, 1.182647], [3.381920, 0.006004, 0.486131], [3.856811, -0.308456, -0.806033], [4.639526, 0.563753, -1.719524], [3.513423, -1.542509, -1.126196], [2.827112, -2.035166, -0.091914], [2.280405, -3.362312, -0.175716], [0.797896, -3.347231, -0.541683], [2.711148, -1.131500, 0.908698], [1.985917, -1.399128, 2.177984], [-0.273559, 1.002920, -0.232018], [-1.392995, 0.208061, -0.128871], [-5.865993, -1.443944, -1.480912], [-7.553675, -1.316192, -0.967132], [-6.762356, 0.057273, -1.757694], [-6.917002, 0.403380, 0.726552], [-5.978021, -1.103732, 0.964310], [-3.766737, 2.601067, 0.122736], [-1.770182, 4.034457, -0.059890], [0.561424, 4.131111, -0.705218], [1.399005, 1.615910, 1.413420], [3.657625, 1.198964, 2.252705], [4.254537, 1.938697, 0.744307], [5.667647, 0.650938, -1.368328], [4.647315, 0.131440, -2.715658], [4.207753, 1.562326, -1.755883], [2.431599, -3.878429, 0.777098], [2.849156, -3.876470, -0.953171], [0.207642, -2.880011, 0.242416], [0.650769, -2.796658, -1.467524], [0.441294, -4.364057, -0.679988], [2.209553, -2.397593, 2.550570], [0.906355, -1.324598, 2.038005], [2.282837, -0.673670, 2.931792], [0.692452, 0.549240, -0.395036], [-1.312473, -0.867305, -0.178220]], "forces_ev_per_angstrom": [[0.3, 0.2, 0.3], [-0.4, -0.5, 0.0], [0.2, 0.3, -0.1], [0.0, -0.3, 0.1], [-0.1, 0.1, 0.0], [0.2, 0.1, 0.0], [0.0, -0.3, -0.1], [0.2, 0.0, 0.0], [-0.4, -0.3, 0.1], [0.0, 0.4, -0.2], [-0.4, 0.2, 0.2], [0.4, 0.1, -0.2], [0.0, 0.0, 0.4], [-0.1, -0.2, -0.1], [0.0, -0.3, 0.1], [-0.3, -0.1, 0.4], [0.0, -0.1, 0.0], [0.3, -0.1, -0.8], [0.2, 0.5, 0.4], [-0.4, -0.3, -0.1], [0.3, 0.0, 0.1], [0.3, 0.2, -0.1], [0.0, -0.1, -0.1], [0.1, 0.1, -0.1], [-0.4, 0.0, 0.1], [0.0, -0.1, 0.0], [-0.1, -0.1, 0.0], [-0.1, 0.0, -0.1], [0.1, -0.1, 0.0], [-0.1, 0.2, -0.1], [-0.1, 0.1, 0.0], [0.0, 0.1, 0.1], [0.2, -0.1, 0.0], [0.0, 0.1, -0.1], [0.1, 0.1, -0.1], [0.0, 0.0, 0.2], [0.1, 0.1, 0.0], [0.0, 0.0, -0.1], [0.0, 0.1, -0.1], [0.1, 0.0, -0.1], [0.0, 0.1, 0.2], [-0.1, 0.0, 0.1], [0.0, 0.0, -0.1], [-0.1, -0.1, 0.0], [0.0, 0.0, 0.1], [-0.1, 0.0, 0.1], [0.0, 0.0, 0.1], [0.1, -0.1, 0.0], [0.0, -0.1, 0.0]]}

What did the second record say?
{"formula": "CH12N2O4", "method": "ωB97M-V/def2-TZVPD", "fmax_ev_per_a": 1.75, "charge": 1, "orbital_gap_ev": [10.946, 6.321], "e_above_lowest_kj_mol": 0.0, "e_lumo_ev": [-4.267, -8.887], "spin_multiplicity": 2, "symbols": ["N", "C", "N", "H", "H", "H", "H", "H", "H", "O", "H", "H", "O", "H", "H", "O", "H", "H", "O"], "xyz": [[1.265458, -0.015399, 1.602188], [0.198166, -0.777502, 1.502696], [-0.323249, -1.133607, 0.349593], [1.822483, 0.343708, 0.801636], [1.377798, 0.467644, 2.489116], [-0.193818, -1.085044, 2.473983], [-1.163912, -1.701329, 0.459192], [-1.400630, 1.987140, -0.901468], [-0.565972, 0.710988, -0.839827], [-1.451744, 1.035032, -1.053307], [3.225791, 1.260060, -1.290566], [2.001776, 0.406111, -1.649405], [2.401212, 0.930768, -0.917199], [1.042755, -1.291093, -1.659883], [0.069609, -0.334232, -2.343444], [0.917354, -0.785164, -2.470086], [-3.816638, 0.078562, 1.381255], [-2.534838, 0.019515, 0.583586], [-2.871592, -0.116163, 1.481936]], "forces_ev_per_angstrom": [[-0.5, 0.7, -0.5], [0.1, -0.2, 1.7], [0.7, -0.1, -0.8], [-0.1, 0.0, -0.5], [0.5, -0.4, 0.2], [-0.4, 0.1, -0.2], [-0.1, 0.0, 0.2], [-0.1, 0.0, -0.1], [-0.1, 0.3, -0.1], [0.3, -0.2, 0.3], [0.1, 0.1, 0.2], [0.0, 0.2, 0.1], [-0.3, -0.4, 0.0], [-0.2, -0.3, -0.2], [0.0, -0.2, -0.4], [0.1, 0.4, 0.3], [0.2, -0.1, 0.3], [-0.2, 0.4, 0.0], [0.0, -0.1, -0.5]]}

> Which formula does entry 3 have?

C18H24N4O3